{
  "formula": "F8KN4O16S8",
  "method": "wB97M-V/def2-TZVPD",
  "symbols": ["K", "N", "S", "O", "O", "F", "S", "O", "O", "F", "N", "S", "O", "O", "F", "S", "O", "O", "F", "N", "S", "O", "O", "F", "S", "O", "O", "F", "N", "S", "O", "O", "F", "S", "O", "O", "F"],
  "positions_angstrom": [[-21.652857, 3.211209, 10.767003], [-22.058912, -3.920368, 10.294769], [-20.886157, -3.646557, 11.211687], [-20.640397, -2.229990, 11.504692], [-19.857310, -4.695438, 11.252205], [-21.669947, -3.996673, 12.599157], [-21.424917, -2.913258, 8.989888], [-20.157922, -3.309523, 8.378644], [-21.838271, -1.561377, 9.162182], [-22.415570, -3.233165, 7.751791], [-21.688807, 6.928842, 8.581821], [-21.544395, 6.681650, 6.850253], [-21.817116, 7.741716, 5.865688], [-21.914661, 5.311694, 6.554496], [-19.941688, 6.774909, 6.868188], [-23.094971, 7.558271, 8.418284], [-24.216495, 6.895862, 7.798809], [-23.048140, 9.015791, 8.213937], [-23.453580, 7.507721, 9.978610], [-19.682531, 4.333316, 14.436304], [-20.741497, 4.993154, 15.599438], [-20.341338, 4.959090, 17.051812], [-22.162617, 4.853279, 15.188671], [-20.421475, 6.506672, 15.093340], [-19.258937, 3.176503, 15.195346], [-20.287707, 2.217623, 15.470635], [-18.188538, 3.438971, 16.126038], [-18.545823, 2.401846, 13.930948], [-14.615329, 0.440577, 8.784641], [-16.040232, 1.285018, 8.185817], [-17.215965, 1.309388, 8.994498], [-16.111606, 1.584524, 6.802424], [-15.534736, 2.729229, 8.714586], [-15.165344, -0.911316, 8.511307], [-15.355483, -1.288273, 7.144124], [-16.119576, -1.514408, 9.469586], [-13.868882, -1.825259, 8.822915]],
  "forces_ev_per_a": [[0.334, -0.024, 0.048], [-0.220, 1.544, -5.374], [2.826, -0.546, 6.698], [0.895, -2.077, -1.143], [-1.064, 2.250, -0.516], [-0.227, -0.431, -0.113], [-1.028, -0.536, -2.545], [-1.800, 0.613, 1.932], [0.723, 0.399, 0.481], [-0.348, -1.242, 0.612], [0.194, -1.023, -4.228], [2.597, -0.543, -1.192], [-0.288, -1.914, 2.253], [0.556, 1.596, 0.143], [-0.549, -0.630, 0.154], [-3.404, 5.500, 2.833], [1.058, -0.506, -0.004], [-0.072, -2.097, -0.153], [-0.169, -0.479, 0.303], [-4.416, 6.594, -0.604], [-1.607, 2.549, -0.076], [-1.400, 0.039, -4.469], [3.161, -0.119, 1.311], [-0.254, -0.675, 0.857], [5.224, -8.313, 1.325], [-0.265, 0.129, 1.160], [-0.712, -0.797, -0.328], [0.110, 0.664, 0.724], [-2.019, 4.927, -0.731], [1.254, 5.046, 2.371], [-0.339, -2.173, -0.396], [0.148, -1.366, -0.838], [1.289, 0.032, -0.037], [-1.792, -9.613, 1.598], [-0.600, 0.662, -0.795], [1.542, 1.898, -1.680], [0.662, 0.665, 0.422]],
  "homo_energy_ha": -0.117,
  "de_lowest_kcal_mol": 136.8,
  "spin_multiplicity": 1,
  "homo_lumo_gap_ha": 0.279,
  "charge": -3
}